A) 80
Properties=species:S:1:pos:R:3:mulliken_charge:R:1 method="wB97M-V/def2-TZVPD" smiles="CC(C)=O.CC(C)=O.CC(C)=O.CC(C)=O.CC(C)=O.CC(C)=O.CC(C)=O.CC(C)=O" e_lumo_ev=0.36 e_homo_ev=-9.23 homo_lumo_gap_ev=9.60
C 1.23476 0.11739 -4.93149 -1.193
C 0.17464 -0.88723 -4.30796 0.819
C -1.29415 -0.71987 -4.72507 -0.942
O 0.56058 -1.77408 -3.55567 -0.499
H 1.35819 1.09247 -4.46024 0.309
H 0.76536 0.39447 -5.87542 0.418
H 2.18988 -0.32359 -5.21677 0.326
H -2.02432 -0.81171 -3.92101 -0.146
H -1.56456 -1.37728 -5.55138 0.457
H -1.53095 0.31507 -4.97192 0.423
C -1.61188 3.61941 -1.10736 -0.557
C -0.78270 4.90921 -1.21694 0.572
C -1.38330 6.11659 -0.59713 -1.005
O 0.29599 4.88626 -1.78932 -0.607
H -1.78386 3.52331 -0.03531 0.282
H -1.30310 2.70888 -1.62087 0.066
H -2.56559 3.72729 -1.62398 0.374
H -2.45347 5.94466 -0.48191 0.282
H -1.32470 6.94044 -1.30841 0.351
H -1.02400 6.24111 0.42439 0.260
C -4.76168 1.22455 -0.71881 -1.051
C -4.03413 0.64911 -1.92568 0.952
C -4.18118 -0.85561 -2.17527 -1.189
O -3.28959 1.32330 -2.61425 -0.522
H -4.47041 0.66874 0.17244 0.230
H -5.84251 1.28624 -0.84565 0.409
H -4.44217 2.22271 -0.41934 0.189
H -3.93197 -1.07369 -3.21375 0.338
H -5.22096 -1.17767 -2.11830 0.420
H -3.51461 -1.23788 -1.40219 0.300
C 4.19557 2.64469 4.05804 -1.069
C 5.48235 2.12690 3.30686 0.657
C 5.30350 0.86635 2.36481 -0.884
O 6.60241 2.59281 3.57368 -0.547
H 4.56194 3.45401 4.68960 0.357
H 3.64201 1.88571 4.61087 0.297
H 3.52490 3.28889 3.48943 0.311
H 5.50635 -0.00402 2.98884 0.326
H 6.10160 0.76230 1.62976 0.373
H 4.34811 0.79433 1.84505 0.178
C 1.40088 -0.81823 0.86417 -0.711
C 0.25551 -0.09372 0.29811 0.701
C 0.25192 0.35617 -1.11048 0.080
O -0.76927 -0.11205 0.99523 -0.618
H 1.67016 -0.38638 1.82807 0.434
H 2.26458 -0.62526 0.22787 0.302
H 1.29151 -1.89522 0.99155 -0.073
H 0.70675 1.33750 -1.24545 0.323
H -0.70083 0.30948 -1.63791 -0.115
H 0.96363 -0.32391 -1.57852 -0.367
C 4.99168 -3.40985 -0.59108 -1.141
C 3.60217 -3.91406 -0.90860 0.834
C 2.74821 -3.21088 -1.93014 -0.475
O 3.41416 -5.13551 -0.72266 -0.577
H 5.06780 -2.57189 0.10184 0.210
H 5.45796 -3.24370 -1.56220 0.326
H 5.64139 -4.16923 -0.15598 0.362
H 2.41402 -2.28669 -1.45866 -0.298
H 1.83400 -3.74109 -2.19701 0.312
H 3.14600 -2.85159 -2.87923 0.434
C 0.55150 -6.95338 2.39414 -1.050
C -0.04121 -5.54580 2.51655 0.603
C 0.84353 -4.34135 2.32296 -0.625
O -1.17318 -5.37509 2.81532 -0.540
H 1.46207 -6.89382 2.99032 0.309
H 0.64592 -7.31527 1.37032 0.285
H -0.07858 -7.66316 2.93016 0.336
H 1.53795 -4.40155 3.16097 0.323
H 0.31561 -3.39670 2.45345 0.245
H 1.23053 -4.46336 1.31130 0.098
C -3.49446 1.68452 2.87868 -0.723
C -3.82088 3.10511 2.47612 0.906
C -5.24982 3.43164 2.80517 -1.323
O -3.00382 3.95022 2.11875 -0.598
H -4.29955 1.18003 3.41292 0.327
H -2.62894 1.86059 3.51741 0.352
H -3.29606 1.10902 1.97450 -0.046
H -5.54200 4.28033 2.18675 0.336
H -5.17443 3.85456 3.80695 0.395
H -5.94877 2.59524 2.80581 0.380

***

B) 80
Properties=species:S:1:pos:R:3:mulliken_charge:R:1 method="wB97M-V/def2-TZVPD" smiles="CC(C)=O.CC(C)=O.CC(C)=O.CC(C)=O.CC(C)=O.CC(C)=O.CC(C)=O.CC(C)=O" e_lumo_ev=0.14 e_homo_ev=-9.45 homo_lumo_gap_ev=9.59
C -1.41646 -1.25275 0.31773 -0.933
C -0.15405 -0.38196 0.51888 0.709
C 0.28763 -0.21498 1.93317 -0.992
O 0.41176 0.19144 -0.41075 -0.571
H -1.96604 -0.86841 -0.54153 0.303
H -2.10654 -1.11237 1.14971 0.318
H -1.14520 -2.28406 0.09209 0.260
H -0.43826 0.48686 2.34377 0.266
H 1.28160 0.23237 1.93365 0.303
H 0.37814 -1.08576 2.58252 0.337
C 2.81638 5.02216 -2.32826 -1.041
C 3.13825 6.50818 -2.36692 0.855
C 2.99719 7.23174 -3.69812 -1.066
O 3.42839 7.10067 -1.30137 -0.562
H 1.74771 4.83133 -2.23016 0.281
H 3.15590 4.50008 -1.43368 0.296
H 3.19663 4.49336 -3.20227 0.312
H 3.45450 8.22104 -3.68226 0.308
H 1.95509 7.40980 -3.96353 0.289
H 3.38025 6.67252 -4.55172 0.329
C 1.04634 3.83880 6.81647 -0.985
C -0.42162 4.09363 7.17544 0.741
C -1.37991 2.90880 7.24107 -0.932
O -0.79714 5.24860 7.42493 -0.556
H 1.10136 3.42370 5.81011 0.266
H 1.55888 3.12899 7.46577 0.314
H 1.58361 4.78483 6.88331 0.297
H -1.05602 2.09215 6.59589 0.281
H -2.37140 3.25026 6.94368 0.314
H -1.40605 2.53596 8.26499 0.260
C 6.39076 3.94529 2.59173 -0.992
C 7.29095 5.08634 3.06935 0.723
C 8.80964 4.98648 2.92537 -0.932
O 6.81767 6.12320 3.49897 -0.548
H 6.46326 4.04266 1.50850 0.273
H 5.40095 4.10043 3.02100 0.278
H 6.80807 2.95225 2.75855 0.336
H 9.14227 4.07248 3.41736 0.321
H 9.15718 5.88342 3.43803 0.263
H 8.95932 5.00666 1.84588 0.278
C -0.99485 -8.53320 4.73867 -1.082
C -2.13907 -7.61294 4.41574 0.851
C -1.79945 -6.17750 4.31394 -1.059
O -3.24383 -8.07466 4.17112 -0.561
H -0.48828 -8.21918 5.65130 0.316
H -0.25892 -8.53513 3.93462 0.306
H -1.29010 -9.57963 4.81561 0.307
H -1.68123 -5.73009 5.30083 0.299
H -2.54614 -5.62755 3.74113 0.304
H -0.82069 -6.12282 3.83734 0.318
C -2.73551 -5.60211 -3.28241 -0.953
C -2.71376 -6.89240 -2.46187 0.705
C -3.43832 -8.15166 -2.96990 -1.021
O -2.09275 -6.87967 -1.42928 -0.543
H -2.78557 -5.90417 -4.32853 0.324
H -1.82219 -5.01162 -3.20994 0.307
H -3.57956 -4.96072 -3.02882 0.255
H -3.59599 -8.81668 -2.12078 0.315
H -2.83424 -8.70954 -3.68542 0.279
H -4.36634 -7.84309 -3.45122 0.330
C 3.14114 -1.79155 -7.18145 -1.047
C 2.02124 -0.73499 -7.02368 0.825
C 0.92477 -1.10828 -6.06968 -1.048
O 1.94538 0.23742 -7.76141 -0.548
H 3.76941 -1.80856 -6.29090 0.305
H 3.76043 -1.44895 -8.01043 0.294
H 2.80978 -2.82019 -7.32360 0.322
H 1.27021 -0.84418 -5.07018 0.281
H 0.64642 -2.16091 -6.12039 0.304
H 0.02216 -0.50824 -6.18527 0.313
C -6.60441 1.03377 -3.51880 -1.038
C -7.33986 1.49389 -2.32790 0.806
C -7.82705 2.91129 -2.26154 -1.030
O -7.83555 0.71868 -1.56161 -0.539
H -7.11954 1.49927 -4.35907 0.295
H -6.52226 -0.04664 -3.63741 0.297
H -5.57223 1.37138 -3.42537 0.295
H -8.02244 3.37620 -3.22786 0.328
H -7.01107 3.46757 -1.80021 0.273
H -8.73071 2.94118 -1.65276 0.313

***

Which of them is most stable, and which least? Most stable: B); least stable: A).

***

A) 21
Properties=species:S:1:pos:R:3:mulliken_charge:R:1 method="wB97M-V/def2-TZVPD" e_lumo_ev=-9.42 charge=+2 e_homo_ev=-17.92 homo_lumo_gap_ev=8.50
C -1.08981 -0.78254 -0.44527 0.103
C -0.24526 -1.39998 0.36941 0.373
C -1.72668 1.53936 -0.10120 -0.819
C 2.25334 -0.04070 -0.68390 -1.174
N -2.40781 -1.16452 -0.40557 -0.410
N -0.85780 0.57208 -0.88905 0.256
N 1.85987 -0.53346 0.67701 -0.428
O 0.16075 -2.55934 0.68550 -0.335
H -2.59445 1.83887 -0.75973 0.399
H -2.13467 1.13390 0.81135 0.374
H -1.13075 2.43797 0.09674 0.376
H 3.36491 0.20606 -0.64273 0.388
H 1.97808 -0.82440 -1.45649 0.382
H 1.76922 0.81806 -0.86056 0.575
H -2.70306 -2.13586 -0.64288 0.307
H -3.11306 -0.46153 -0.79986 0.253
H 0.10376 0.74342 -0.73492 -0.015
H -1.06933 0.60191 -1.87943 0.401
H 2.24175 -1.39922 0.78279 0.309
H 2.12820 0.21422 1.30519 0.244
H 0.44643 -2.62827 1.60437 0.441

***

B) 21
Properties=species:S:1:pos:R:3:mulliken_charge:R:1 method="wB97M-V/def2-TZVPD" e_lumo_ev="-9.69 / -9.69" charge=+2 e_homo_ev="-18.65 / -18.65" homo_lumo_gap_ev="8.96 / 8.96"
C 0.29321 1.65226 -0.77316 0.279
C 0.04386 -2.20175 1.85008 -0.874
C -0.29313 -1.77017 -0.55024 -0.750
C -0.05144 0.02949 1.00564 -0.966
N 1.15064 1.42109 -1.66350 -0.316
N -0.66222 2.44957 -0.69244 0.085
N 0.30157 -1.31355 0.66549 0.106
O -0.53121 3.65024 -1.50672 -0.389
H -1.10038 -2.37915 2.00196 0.414
H 0.38935 -3.16645 1.70548 0.415
H 0.38185 -1.79315 2.81010 0.338
H -1.22169 -1.15011 -0.75633 0.316
H 0.32479 -1.66805 -1.39266 0.387
H -0.51273 -2.86910 -0.53430 0.356
H 0.52011 0.54521 1.80351 0.436
H -1.17533 0.20293 1.06369 0.476
H 2.14631 1.13323 -1.50764 0.335
H 1.22441 2.06916 -2.49116 0.314
H -1.18449 2.31398 0.14201 0.288
H 1.31260 -1.25398 0.57129 0.366
H -1.35608 4.09830 -1.75110 0.381

***

Which of them is most stable, and which least? Most stable: A); least stable: B).

***

A) 19
Properties=species:S:1:pos:R:3:mulliken_charge:R:1 method="wB97M-V/def2-TZVPD" smiles="C=C[C@@]12COCO[C@@H]1C2" e_lumo_ev=0.86 e_homo_ev=-9.29 homo_lumo_gap_ev=10.14
C 2.05048 -0.15308 -1.55081 -0.756
C 1.77325 -0.52974 -0.18019 -0.689
C 0.37575 -0.25289 0.27849 1.082
C -0.00559 0.98024 0.94086 -1.062
O -1.45398 1.08622 1.27555 -0.449
C -1.93678 1.12753 0.02702 -0.093
O -2.07467 -0.16705 -0.62949 -0.422
C -0.81805 -0.90698 -0.40739 -0.073
C -0.26928 -1.42382 0.86484 -0.725
H 1.24108 0.51260 -2.18764 0.189
H 3.02855 -0.18414 -2.00349 0.355
H 2.46614 -0.85658 0.57503 0.401
H 0.32033 1.90969 0.51177 0.391
H 0.58386 1.02347 1.79599 0.487
H -1.16692 1.79989 -0.53607 0.276
H -3.07619 1.40074 -0.11866 0.232
H -0.40487 -1.52696 -1.30445 0.332
H 0.32923 -2.45487 0.94560 0.255
H -0.96235 -1.38430 1.70305 0.269

***

B) 19
Properties=species:S:1:pos:R:3:mulliken_charge:R:1 method="wB97M-V/def2-TZVPD" smiles="CC(C)(C=O)[C@H]1CC1=O" e_lumo_ev=0.21 e_homo_ev=-8.79 homo_lumo_gap_ev=9.00
C 1.36584 -0.58133 1.15291 -1.757
C 0.45485 -0.21611 -0.00139 1.583
C 0.89490 -0.77643 -1.34227 -1.572
C -1.10651 -1.08016 0.31036 -0.240
O -1.72591 -1.60774 -0.58387 -0.477
C 0.06431 1.21137 -0.00195 -0.704
C -1.22749 1.57148 -0.69317 -0.763
C -1.26143 1.14137 0.70901 0.730
O -1.79086 0.96599 1.78853 -0.584
H 1.51217 -1.66337 1.21396 0.401
H 0.94769 -0.22871 2.10086 0.404
H 2.34976 -0.11490 1.02861 0.413
H 1.05021 -1.85719 -1.29275 0.392
H 1.83813 -0.29961 -1.63401 0.422
H 0.16280 -0.57595 -2.12663 0.300
H -1.20665 -1.40956 1.36251 0.435
H 0.77912 1.96934 0.28860 0.497
H -1.41193 2.62723 -0.84846 0.313
H -1.68902 0.92428 -1.43083 0.205

***

Which of them is most stable, and which least? Most stable: B); least stable: A).

***

A) 52
Properties=species:S:1:pos:R:3:lowdin_spin:R:1 method="wB97M-V/def2-TZVPD" spin_multiplicity=5 e_lumo_ev="-7.45 / -9.56" charge=+2 e_homo_ev="-14.63 / -15.64" homo_lumo_gap_ev="7.18 / 6.07"
P -2.07005 1.41544 0.86846 0.467
P -1.26103 -2.53391 0.17393 0.436
C -0.49202 -0.60805 -1.52843 0.365
C -0.67241 -2.09814 -1.50226 0.123
H 0.51647 -0.36831 -1.86179 0.044
H -1.10077 0.00228 -2.22246 0.019
H -1.35443 -2.41076 -2.30093 0.007
H 0.31745 -2.56937 -1.61484 0.016
C 0.34753 -2.99227 1.06479 0.022
H 0.04302 -3.70565 1.83929 0.001
H 0.71193 -2.06891 1.56057 0.004
H 1.14686 -3.39589 0.42803 0.004
C -2.06204 -4.13427 -0.16033 0.094
H -1.31822 -4.91439 -0.39854 0.019
H -2.75311 -3.96808 -1.00795 0.000
H -2.63544 -4.39751 0.74409 0.003
C -1.38052 2.96107 1.56055 0.070
H -2.12575 3.70399 1.84934 0.014
H -0.68123 3.41126 0.85564 0.000
H -0.81189 2.65221 2.43800 0.003
C -2.52399 1.97418 -0.84672 0.092
H -3.03187 1.12951 -1.33973 0.000
H -1.61436 2.18203 -1.42285 0.000
H -3.14669 2.88696 -0.85024 0.019
Os 0.89122 0.00955 -0.01845 1.053
C 2.28432 -0.59261 -1.19227 0.021
C 2.65262 -0.75350 0.23373 0.132
C 3.50495 0.24863 0.88570 0.067
C 3.07207 1.70497 0.54558 0.043
C 1.59490 1.81813 0.46538 0.121
C 0.92557 1.89446 -0.77625 0.021
C 1.63003 1.69554 -2.10493 -0.001
C 2.68040 0.51123 -2.14034 0.002
C -3.70940 1.22739 1.66594 0.034
H 2.09507 -1.54513 -1.69803 0.005
H 2.63278 -1.78726 0.55043 0.004
H 4.54386 0.02898 0.61155 0.018
H 3.43344 0.04923 1.96568 0.001
H 3.43632 2.32952 1.37252 0.006
H 3.55188 2.01830 -0.39147 0.003
H 1.12123 2.22312 1.36406 0.014
H 0.06494 2.56640 -0.80331 0.009
H 2.16645 2.63095 -2.31750 -0.001
H 0.89782 1.50686 -2.91430 0.000
H 2.65475 0.09848 -3.15935 0.001
H 3.71392 0.87111 -2.07897 0.000
H -4.31082 0.54484 1.05198 0.000
H -4.19806 2.20263 1.82241 0.010
H -3.49949 0.76659 2.63967 0.001
O -2.76818 -2.19885 3.23065 0.097
C -1.95358 -1.47172 2.72322 0.102
N -1.15645 -0.75127 2.14107 0.414

***

B) 52
Properties=species:S:1:pos:R:3:lowdin_spin:R:1 method="wB97M-V/def2-TZVPD" spin_multiplicity=5 e_lumo_ev="-7.76 / -9.78" charge=+2 e_homo_ev="-14.39 / -15.66" homo_lumo_gap_ev="6.63 / 5.88"
P -0.22952 0.55878 2.54110 0.374
P 2.50360 -1.38444 0.30141 0.520
C -0.23097 -1.93063 -0.29041 0.125
C 1.17937 -2.43320 -0.50691 0.133
H -0.94701 -2.48268 -0.94464 0.003
H -0.49446 -2.06307 0.77527 0.013
H 1.33499 -3.43654 -0.07964 0.013
H 1.42875 -2.44730 -1.57414 0.016
C 2.96362 -0.29955 -1.13688 0.044
H 4.01208 0.03095 -1.05233 0.000
H 2.28006 0.58001 -1.12312 0.006
H 2.83645 -0.84409 -2.08402 0.010
C 3.92380 -2.55291 0.35338 0.098
H 4.30954 -2.76915 -0.65150 0.020
H 3.53492 -3.46462 0.82628 0.000
H 4.71024 -2.10338 0.98050 0.003
C -1.36862 1.97962 2.69455 0.053
H -1.63578 2.13620 3.74621 0.010
H -2.29119 1.82107 2.12526 0.001
H -0.80138 2.82843 2.30735 0.002
C -1.47006 -0.83368 2.80174 0.136
H -0.90782 -1.76869 2.92200 0.000
H -2.17964 -0.92788 1.96597 0.001
H -2.04156 -0.62317 3.72161 0.021
Os -0.21938 0.25856 -0.74141 1.456
C -0.54579 -0.34038 -2.59030 0.043
C 0.18441 0.92424 -2.59065 0.054
C -0.52341 2.22277 -2.96012 0.026
C -1.76488 2.36057 -2.08493 0.029
C -1.54792 1.70902 -0.74425 0.119
C -2.15032 0.42695 -0.39274 0.018
C -2.86477 -0.40220 -1.41855 0.007
C -2.04348 -0.51931 -2.74818 0.019
C 0.53662 0.55183 4.19107 0.002
H 0.02024 -1.16751 -3.06790 0.014
H 1.20386 0.83776 -3.00665 0.006
H -0.74433 2.29000 -4.04327 0.005
H 0.15312 3.06709 -2.75395 0.000
H -1.98764 3.42207 -1.96083 0.002
H -2.61590 1.95000 -2.61482 0.003
H -1.58438 2.41498 0.08075 0.026
H -2.53862 0.37886 0.63144 0.008
H -3.88687 -0.00593 -1.57662 0.000
H -3.02636 -1.40027 -0.97131 0.000
H -2.19222 -1.56585 -3.05960 0.000
H -2.51166 0.13552 -3.49944 0.003
H 0.91171 -0.46814 4.37400 0.000
H -0.11639 0.88257 5.00900 0.003
H 1.36098 1.26835 4.09246 0.000
O 3.81011 1.08286 2.40123 0.058
C 2.70939 1.08729 1.93898 0.096
N 1.55449 1.02825 1.48754 0.398

***

Which of them is most stable, and which least? Most stable: B); least stable: A).